# 1
Entry from OMol25: 3 unconnected molecules or ions with the total composition C41H40NO10P in a non-equilibrium geometry (ωB97M-V with the def2-TZVPD basis set).

XYZ file:
```
93
Properties=species:S:1:pos:R:3
C 6.9790 -0.0141 2.3401
C 6.6714 -1.3973 2.8258
O 7.0710 -1.8107 3.9050
O 5.9238 -2.1958 1.9910
C 4.5137 -2.1025 2.3310
C 3.9211 -3.4965 2.2650
C 2.3876 -3.5612 2.1246
C 1.6351 -2.2628 2.4218
C 0.1362 -2.5442 2.5446
C -0.8182 -1.4200 2.1092
N -0.1912 -0.1468 1.7648
C -1.7371 -1.8157 0.9296
O -1.6912 -2.7927 0.2118
O -2.7005 -0.8607 0.8585
C -2.8582 -0.2036 2.1337
C -4.3251 0.0078 2.4997
C -4.4776 1.4051 3.0748
O -5.8382 1.6141 3.3819
C -1.9586 -1.0339 3.0740
P -2.7504 -2.4208 3.9842
O -2.1491 -3.7569 3.7717
H 6.3275 0.7166 2.8018
H 6.9359 0.0840 1.2639
H 7.9875 0.2137 2.6581
H 4.4182 -1.7254 3.3424
H 4.0622 -1.4122 1.6286
H 4.3965 -4.0063 1.4373
H 4.2048 -4.0125 3.1746
H 1.9778 -4.3691 2.7176
H 2.1603 -3.8114 1.0914
H 1.8811 -1.5584 1.6404
H 1.9872 -1.8726 3.3738
H -0.1091 -3.4379 1.9833
H -0.0594 -2.8000 3.5758
H 0.3408 -0.2269 0.9143
H 0.4110 0.1551 2.5151
H -2.4608 0.7877 1.9655
H -4.9067 -0.0158 1.5865
H -4.7009 -0.6759 3.2436
H -4.1354 2.1420 2.3525
H -3.8563 1.5176 3.9660
H -6.0720 2.5189 3.1771
H -1.5590 -0.3781 3.8483
H -2.6437 -2.0233 5.3334
H -4.1230 -2.4462 3.6911
O -8.4395 7.2432 -2.8489
C -8.0303 6.6237 -1.8907
C -8.7896 5.4638 -1.3447
C -9.9715 5.0778 -1.9624
C -10.6721 3.9821 -1.4887
C -10.1950 3.2656 -0.3963
C -9.0249 3.6541 0.2320
C -8.3203 4.7563 -0.2355
C -7.0725 5.1695 0.4625
O -6.6931 4.5851 1.4576
C -6.3007 6.3144 -0.0945
C -5.1148 6.6957 0.5199
C -4.3718 7.7403 -0.0012
C -4.8098 8.4092 -1.1392
C -5.9965 8.0410 -1.7488
C -6.7483 6.9964 -1.2280
H -10.3343 5.6358 -2.8138
H -11.5910 3.6808 -1.9733
H -10.7390 2.4035 -0.0349
H -8.6520 3.1037 1.0841
H -4.7783 6.1700 1.4020
H -3.4472 8.0343 0.4770
H -4.2236 9.2205 -1.5490
H -6.3442 8.5594 -2.6310
O 4.2708 -2.5815 -3.2649
C 5.3667 -2.9824 -3.5983
C 6.3354 -3.4963 -2.5907
C 5.9618 -3.5382 -1.2545
C 6.8347 -4.0395 -0.3053
C 8.0885 -4.5046 -0.6893
C 8.4729 -4.4547 -2.0189
C 7.6013 -3.9469 -2.9739
C 8.0372 -3.8842 -4.3962
O 9.1537 -4.2264 -4.7246
C 7.0595 -3.3915 -5.4083
C 7.4307 -3.3570 -6.7460
C 6.5272 -2.9282 -7.7026
C 5.2478 -2.5317 -7.3275
C 4.8763 -2.5532 -5.9947
C 5.7802 -2.9788 -5.0298
H 4.9845 -3.1780 -0.9637
H 6.5404 -4.0712 0.7296
H 8.7669 -4.9039 0.0528
H 9.4475 -4.8093 -2.3229
H 8.4251 -3.6702 -7.0308
H 6.8172 -2.9050 -8.7445
H 4.5409 -2.2044 -8.0780
H 3.8849 -2.2433 -5.6962
```

As for the SMILES: CC(=O)OCCCCC[C@@]1(N)C(=O)O[C@@H](CCO)[C@H]1[PH2]=O.O=C1c2ccccc2C(=O)c2ccccc21.O=C1c2ccccc2C(=O)c2ccccc21. The value obtained for the orbital gap is 8.50 eV. For the LUMO energy, the calculation gives -0.0449 hartree. The net charge is 0.

# 2
Entry from OMol25: C6H8S in the gas phase in a non-equilibrium geometry (ωB97M-V with the def2-TZVPD basis set).

XYZ file:
```
15
Properties=species:S:1:pos:R:3
C 0.8127 1.3309 0.6137
C 1.2154 0.1151 0.5131
C -1.2867 0.7058 -0.5734
C -0.6049 1.7313 0.1389
C 0.6611 -0.7956 -0.4096
C 0.1271 -2.0973 -0.0983
S -2.6896 0.3119 -1.1760
H 1.1775 1.9012 1.4651
H 2.2034 -0.2937 0.7847
H -1.1898 2.0714 1.0252
H -0.5727 2.6465 -0.6604
H 0.4737 -0.4224 -1.4943
H 0.2441 -2.7648 -0.9046
H -0.9129 -1.9782 -0.1443
H 0.3416 -2.4620 0.9203
```

As for the energy above the lowest of the compared OMol25 structures with the same formula, charge and spin: 4.719 eV. The value obtained for the orbital gap (spin up / spin down) is 6.99 / 7.29 eV. For the LUMO energy (spin up / spin down), the calculation gives -0.0009 / 0.0080 hartree. The net charge is 0.

# 3
Entry from OMol25: a molecular structure, C13H35BeFO18P3S2 in a non-equilibrium geometry (ωB97M-V with the def2-TZVPD basis set).

XYZ file:
```
73
Properties=species:S:1:pos:R:3
Be 0.5086 -1.5505 -0.3249
S 2.6839 -2.5133 -2.2930
O 3.9102 -3.2490 -1.9453
O 2.5232 -1.2700 -1.4936
O 2.8312 -2.3104 -3.7361
O 1.4450 -3.2680 -1.9604
F 0.0593 -3.1246 1.5441
C -2.4875 -1.6773 4.1288
C -3.1011 -2.5599 3.0238
C -3.6816 -1.5976 1.9894
S -2.3860 -0.2840 1.8744
O -3.0317 1.0166 2.0779
O -1.6044 -0.5334 0.6548
C -1.4912 -0.6866 3.4378
H -1.8960 -2.3068 4.7944
H -3.1843 -1.0944 4.7296
H -3.8825 -3.2502 3.3444
H -2.3783 -3.1914 2.5032
H -4.6698 -1.2633 2.2982
H -3.6600 -2.0291 0.9894
H -1.3934 0.2065 4.0544
H -0.4768 -0.9882 3.1755
C -3.1736 0.2113 -2.2846
O -3.2649 -0.9789 -3.0684
P -2.0899 -2.1269 -3.0631
O -1.2712 -2.0267 -1.8391
O -2.9245 -3.4659 -3.4769
C -3.9333 -3.2941 -4.5434
O -1.1835 -1.7377 -4.3845
C -0.4163 -0.5509 -4.4873
H -3.8811 0.2144 -1.4561
H -3.3688 1.0973 -2.8903
H -2.1568 0.3217 -1.9068
H -3.6359 -4.1205 -5.1837
H -3.8577 -2.3009 -4.9797
H -4.9383 -3.3906 -4.1372
H -0.5729 0.0756 -3.6094
H -0.7842 -0.0308 -5.3753
H 0.5589 -0.9980 -4.6896
C 1.3384 2.6590 3.0171
O 2.4801 1.8341 2.8026
P 2.3388 0.2365 2.6463
O 1.3217 -0.1962 1.6556
O 3.8388 -0.2361 2.3321
C 4.4099 -0.0592 1.0278
O 2.0675 -0.2364 4.1170
C 2.8959 0.3054 5.1617
H 1.3804 3.2407 3.9414
H 0.4693 2.0162 3.1637
H 1.2820 3.3828 2.2084
H 3.6426 0.4386 0.4327
H 4.7785 -0.9494 0.5222
H 5.2429 0.6446 0.9482
H 2.3848 1.2179 5.4679
H 3.9269 0.5813 4.9401
H 2.9579 -0.4703 5.9220
C 1.7919 1.8731 -3.7280
O 1.1323 2.7132 -2.7404
P 0.7709 2.1543 -1.2451
O 0.1441 0.8368 -1.1971
O 2.1218 2.3781 -0.4230
C 2.9611 3.5189 -0.4943
O -0.1039 3.4055 -0.7036
C -0.9388 3.2369 0.4463
H 1.7749 0.8087 -3.4983
H 2.7095 2.2431 -4.1833
H 1.1147 2.0266 -4.5738
H 2.4917 4.3806 -0.9728
H 3.7574 3.2624 -1.1951
H 3.3713 3.8190 0.4674
H -0.7203 2.2675 0.8921
H -1.9948 3.2502 0.1722
H -0.8831 4.0425 1.1783
```

As for the energy above the lowest of the compared OMol25 structures with the same formula, charge and spin: 0.058 eV. The value obtained for the orbital gap is 5.64 eV. For the LUMO energy, the calculation gives 0.0745 hartree. The net charge is -1.

# 4
Entry from OMol25: a molecular structure, C4H8O3V in a non-equilibrium geometry (ωB97M-V with the def2-TZVPD basis set).

XYZ file:
```
16
Properties=species:S:1:pos:R:3
C 2.5687 -0.4054 0.0873
O 1.1933 -0.4618 0.4099
C 0.4974 -1.6540 0.0544
C -0.9594 -1.3352 0.4322
O -1.8151 -2.1935 0.2921
H 2.9328 0.5731 0.4187
H 3.1085 -1.2074 0.6109
H 2.7093 -0.5030 -0.9989
H 0.8953 -2.5141 0.6188
H 0.5876 -1.8381 -1.0297
O -1.1556 1.4943 -0.1235
C -2.3135 2.1961 -0.4193
V -0.2736 0.6596 1.1966
H -3.0465 1.5012 -0.8718
H -2.8594 2.6570 0.4254
H -2.0697 3.0312 -1.1031
```

As for the energy above the lowest of the compared OMol25 structures with the same formula, charge and spin: 0.000 eV. As for the spin multiplicity: 4. The value obtained for the orbital gap (spin up / spin down) is 7.08 / 6.78 eV. For the LUMO energy (spin up / spin down), the calculation gives -0.0044 / -0.0167 hartree. The net charge is 0.

| no. | electronic energy (eV) |
| --- | --- |
| 1 | -74420.26819 |
| 2 | -17181.75226 |
| 3 | -103564.94979 |
| 4 | -36104.05911 |